DFT (ωB97M-V/def2-TZVPD) results for a 12-piece molecular cluster, C36H96B6F24N6O12 overall at a distorted geometry.

Atoms and positions in Å:
C (7.604, 6.858, -4.807)
O (7.845, 7.630, -5.914)
C (6.916, 8.616, -6.386)
C (7.432, 9.302, -7.619)
N (8.874, 9.696, -7.282)
H (8.945, 10.457, -6.622)
H (9.247, 8.899, -6.786)
C (9.682, 10.018, -8.584)
C (11.180, 10.109, -8.167)
O (11.407, 8.796, -7.710)
C (12.763, 8.469, -7.625)
H (6.816, 6.133, -5.010)
H (7.405, 7.387, -3.874)
H (8.408, 6.170, -4.545)
H (6.712, 9.353, -5.609)
H (5.950, 8.137, -6.546)
H (6.914, 10.232, -7.853)
H (7.355, 8.636, -8.479)
H (9.290, 10.958, -8.973)
H (9.521, 9.191, -9.276)
H (11.274, 10.787, -7.319)
H (11.811, 10.285, -9.039)
H (13.223, 8.377, -8.609)
H (12.911, 7.455, -7.253)
H (13.344, 9.215, -7.083)
C (-0.592, -0.195, 1.079)
O (-1.572, -1.184, 0.749)
C (-2.940, -0.769, 0.355)
C (-3.731, -0.143, 1.570)
N (-3.440, -0.940, 2.801)
H (-4.073, -1.686, 3.053)
H (-2.557, -1.380, 2.586)
C (-3.286, -0.206, 4.135)
C (-2.685, -1.086, 5.222)
O (-1.397, -1.650, 4.830)
C (-0.548, -2.129, 5.884)
H (-1.021, 0.511, 1.790)
H (-0.421, 0.317, 0.133)
H (0.325, -0.699, 1.383)
H (-3.443, -1.684, 0.041)
H (-3.003, -0.100, -0.504)
H (-4.808, -0.250, 1.441)
H (-3.524, 0.916, 1.721)
H (-4.255, 0.228, 4.378)
H (-2.577, 0.587, 3.897)
H (-3.357, -1.899, 5.494)
H (-2.462, -0.510, 6.120)
H (0.508, -2.033, 5.630)
H (-0.670, -3.202, 6.036)
H (-0.708, -1.667, 6.858)
C (4.875, -5.936, -0.297)
O (5.740, -4.835, -0.166)
C (6.412, -4.704, 1.085)
C (7.877, -5.196, 1.163)
N (8.636, -4.684, -0.054)
H (8.337, -3.737, -0.240)
H (9.600, -4.704, 0.245)
C (8.538, -5.513, -1.393)
C (8.970, -4.767, -2.622)
O (10.399, -4.297, -2.446)
C (11.230, -4.252, -3.663)
H (4.105, -5.810, 0.464)
H (5.392, -6.884, -0.150)
H (4.405, -5.968, -1.280)
H (5.793, -5.238, 1.807)
H (6.416, -3.632, 1.281)
H (7.992, -6.279, 1.116)
H (8.382, -4.772, 2.031)
H (7.473, -5.748, -1.415)
H (9.040, -6.420, -1.055)
H (8.329, -3.895, -2.754)
H (8.861, -5.474, -3.445)
H (10.776, -3.703, -4.489)
H (11.501, -5.238, -4.039)
H (12.153, -3.723, -3.427)
C (-2.474, 7.601, 0.147)
O (-1.483, 7.771, 1.147)
C (-0.778, 9.004, 1.109)
C (-1.592, 10.157, 1.686)
N (-2.387, 9.658, 2.958)
H (-3.125, 9.069, 2.598)
H (-1.789, 9.061, 3.512)
C (-3.093, 10.763, 3.729)
C (-4.089, 10.149, 4.697)
O (-3.445, 9.206, 5.512)
C (-4.376, 8.480, 6.329)
H (-2.072, 7.228, -0.795)
H (-3.031, 8.496, -0.129)
H (-3.222, 6.889, 0.497)
H (-0.366, 9.308, 0.147)
H (0.069, 8.926, 1.791)
H (-2.359, 10.491, 0.986)
H (-1.011, 11.006, 2.047)
H (-3.527, 11.411, 2.967)
H (-2.287, 11.407, 4.080)
H (-4.807, 9.508, 4.185)
H (-4.665, 10.914, 5.219)
H (-5.148, 9.113, 6.766)
H (-3.800, 7.944, 7.083)
H (-4.784, 7.579, 5.870)
C (-9.515, 0.985, -12.027)
O (-8.587, 0.087, -11.347)
C (-7.256, 0.429, -11.273)
C (-6.432, -0.615, -10.556)
N (-6.630, -0.482, -8.976)
H (-5.992, -1.030, -8.417)
H (-6.338, 0.465, -8.782)
C (-8.034, -0.885, -8.444)
C (-8.237, -0.373, -6.991)
O (-7.790, 0.964, -6.832)
C (-8.445, 1.940, -7.724)
H (-9.376, 1.114, -13.100)
H (-9.499, 1.925, -11.474)
H (-10.513, 0.605, -11.810)
H (-7.160, 1.368, -10.728)
H (-6.838, 0.537, -12.274)
H (-5.410, -0.246, -10.633)
H (-6.615, -1.647, -10.858)
H (-8.326, -1.920, -8.623)
H (-8.796, -0.361, -9.022)
H (-7.651, -1.056, -6.376)
H (-9.282, -0.528, -6.724)
H (-8.360, 2.917, -7.248)
H (-9.526, 1.858, -7.840)
H (-7.954, 1.835, -8.692)
C (-3.940, -12.599, 11.696)
O (-2.550, -12.426, 11.400)
C (-1.626, -13.257, 12.234)
C (-0.301, -13.142, 11.430)
N (-0.389, -13.740, 9.977)
H (-0.163, -14.718, 9.866)
H (-1.351, -13.701, 9.674)
C (0.523, -12.877, 9.130)
C (-0.133, -11.556, 8.688)
O (-1.428, -11.829, 8.252)
C (-2.169, -10.628, 8.352)
H (-4.467, -11.826, 11.138)
H (-4.213, -12.523, 12.749)
H (-4.384, -13.518, 11.314)
H (-1.897, -14.310, 12.305)
H (-1.615, -12.910, 13.268)
H (0.504, -13.752, 11.842)
H (-0.038, -12.088, 11.340)
H (0.735, -13.416, 8.206)
H (1.495, -12.768, 9.612)
H (0.508, -11.081, 7.946)
H (-0.065, -10.891, 9.550)
H (-2.333, -10.409, 9.407)
H (-3.156, -10.743, 7.906)
H (-1.719, -9.815, 7.783)
B (-3.249, 1.830, 13.717)
F (-3.830, 2.950, 13.100)
F (-2.176, 1.382, 12.928)
F (-2.921, 2.078, 14.979)
F (-4.144, 0.761, 13.777)
B (-7.689, -5.918, 4.161)
F (-7.645, -5.039, 5.204)
F (-6.632, -5.678, 3.342)
F (-7.658, -7.244, 4.600)
F (-8.853, -5.753, 3.506)
B (8.250, 1.164, 1.824)
F (6.907, 1.319, 1.546)
F (8.418, 0.431, 2.974)
F (8.894, 0.657, 0.680)
F (8.860, 2.341, 2.113)
B (-1.012, 2.250, -7.951)
F (-0.792, 0.917, -8.261)
F (-0.009, 2.595, -6.993)
F (-0.763, 3.092, -9.013)
F (-2.260, 2.478, -7.416)
B (-7.413, 6.405, 1.875)
F (-6.422, 5.780, 2.593)
F (-8.419, 6.786, 2.722)
F (-6.964, 7.483, 1.248)
F (-7.892, 5.554, 0.890)
B (-4.020, -6.410, -7.308)
F (-4.322, -5.677, -6.210)
F (-3.199, -5.645, -8.178)
F (-3.244, -7.537, -6.936)
F (-5.253, -6.755, -7.911)

charge	0
maximum force	4.136	eV/Å
gap between HOMO and LUMO	6.222	eV